1.
Below is an isolated molecule of C20H28FN3O3, with properties calculated with wB97M-V/def2-TZVPD.

Last column: natural (NBO) charge in e.
CARTESIAN COORDINATES (ANGSTROEM)
C  -0.48983  2.48931  0.51322  -0.251
O  0.40071  1.50432  0.05436  -0.565
C  1.58879  2.00573  -0.52952  -0.092
C  2.66766  2.43039  0.49069  -0.233
N  3.35692  1.40606  1.23922  -0.453
C  2.54458  0.54393  2.08213  -0.227
C  2.60107  -0.93039  1.63136  -0.230
N  2.70896  -0.99880  0.19554  -0.443
C  1.74171  -1.29024  -0.70114  0.714
O  1.97335  -1.27747  -1.89852  -0.647
C  0.36780  -1.66784  -0.16143  -0.319
C  0.28866  -3.16610  0.13079  -0.383
C  -1.07383  -3.46684  0.73480  -0.493
C  -2.24606  -2.86423  -0.02135  0.685
O  -3.38397  -3.24893  0.19464  -0.653
N  -1.98127  -1.88107  -0.90385  -0.429
C  -3.07961  -1.29807  -1.65541  -0.249
C  -3.45180  0.05507  -1.11012  -0.130
C  -3.94367  0.17841  0.18454  -0.178
C  -4.27581  1.41561  0.70586  -0.232
C  -4.12463  2.55940  -0.06216  -0.200
C  -3.63602  2.46438  -1.35262  -0.307
C  -3.30352  1.21836  -1.85277  0.460
F  -2.82514  1.14332  -3.11590  -0.338
C  -0.67612  -1.34420  -1.22336  -0.203
C  3.97828  -0.48695  -0.29048  -0.245
C  4.43325  0.69693  0.59351  -0.228
H  -1.37664  1.96464  0.86595  0.203
H  -0.77515  3.17060  -0.29716  0.172
H  -0.06936  3.07906  1.33600  0.163
H  1.35034  2.87353  -1.16088  0.171
H  1.95670  1.20680  -1.17376  0.201
H  2.20658  3.10339  1.22223  0.194
H  3.42642  3.00207  -0.04907  0.203
H  1.51306  0.89221  2.05748  0.214
H  2.90931  0.61189  3.11716  0.184
H  3.49183  -1.41371  2.04900  0.196
H  1.72979  -1.47088  1.99231  0.218
H  0.14014  -1.08878  0.73516  0.221
H  1.08037  -3.48042  0.81496  0.210
H  0.41972  -3.71415  -0.80434  0.214
H  -1.25097  -4.54208  0.79852  0.241
H  -1.12965  -3.07408  1.75510  0.223
H  -2.79088  -1.22403  -2.70712  0.217
H  -3.93033  -1.97874  -1.55305  0.259
H  -4.07083  -0.71794  0.77254  0.236
H  -4.66066  1.48917  1.71178  0.217
H  -4.38867  3.52518  0.34102  0.217
H  -3.51064  3.33621  -1.97554  0.228
H  -0.76002  -0.25699  -1.31539  0.222
H  -0.33611  -1.73971  -2.18952  0.216
H  4.73295  -1.28278  -0.27010  0.193
H  3.83406  -0.18619  -1.32992  0.236
H  5.01149  1.40118  -0.00604  0.211
H  5.08667  0.32443  1.39063  0.188

Summary:
- HOMO: -0.30313 Eh
- Calculated total energy: -34525.1584 eV
- Gap between HOMO and LUMO: 8.912 eV
- E_LUMO: 0.66 eV
- Energy above the lowest of the compared OMol25 structures with the same formula, charge and spin: 10.5 kcal per mole
- SMILES: COCCN1CCN(C(=O)[C@@H]2CCC(=O)N(Cc3ccccc3F)C2)CC1
- Net charge: 0

***

2.
Below is a structure of composition C20H28HgNO3, with properties calculated with wB97M-V/def2-TZVPD.

Last column: natural (NBO) charge in e.
CARTESIAN COORDINATES (ANGSTROEM)
O  0.36819  -1.78608  -2.24896  -0.533
C  -0.55156  -2.76249  -2.86439  -0.058
C  0.64400  -3.53977  -3.43327  -0.444
H  -1.19789  -2.27232  -3.59932  0.187
H  -1.17412  -3.33145  -2.14869  0.186
C  1.52588  -2.42617  -2.83507  0.259
H  0.82216  -3.50539  -4.51231  0.202
H  0.81452  -4.57735  -3.07243  0.196
C  2.17643  -1.56774  -3.91151  -0.633
H  1.43863  -1.30431  -4.69639  0.210
H  3.02946  -2.11465  -4.35301  0.199
H  2.55929  -0.62676  -3.49667  0.212
C  2.44667  -2.90610  -1.75425  -0.626
H  1.86031  -3.60543  -1.13739  0.231
H  2.73594  -2.05721  -1.12853  0.225
H  3.33423  -3.37119  -2.20780  0.189
Hg  -3.18784  0.95615  -1.73260  0.002
C  0.19429  -0.96347  2.47744  -0.380
C  -1.18978  -0.69586  2.25696  -0.373
C  -1.65090  -1.60705  1.25927  -0.371
H  -1.85220  0.00407  2.75862  0.180
C  -0.54499  -2.42102  0.85589  -0.353
C  0.58599  -2.03045  1.62742  -0.367
H  1.59857  -2.41071  1.59849  0.173
H  0.92289  -0.47630  3.10765  0.182
H  -2.69004  -1.69486  0.92861  0.174
H  -0.58353  -3.23986  0.14510  0.166
C  0.56336  2.46589  0.25841  -0.117
C  1.71611  1.48560  0.40058  -0.173
C  1.93086  0.86634  -0.80331  -0.217
H  2.27183  1.33015  1.31849  0.220
C  0.83370  1.19762  -1.69940  -0.197
C  0.06284  2.18073  -1.12326  -0.209
H  -0.75812  2.76260  -1.56933  0.209
H  0.77536  3.54005  0.24230  0.223
H  2.78884  0.27421  -1.11895  0.208
H  0.66626  0.75812  -2.67820  0.224
O  -1.11446  -3.33768  -5.53646  -0.542
C  -0.19018  -4.28972  -6.14813  -0.078
C  -0.83800  -4.95465  -7.34265  -0.438
H  0.09136  -5.06841  -5.41323  0.182
H  0.70417  -3.74090  -6.48589  0.184
C  -2.32212  -4.56810  -7.20699  -0.434
H  -0.72097  -6.03474  -7.29723  0.214
H  -0.33401  -4.52746  -8.21550  0.204
C  -2.40373  -3.49445  -6.09910  -0.063
H  -2.92859  -5.41417  -6.85202  0.208
H  -2.66449  -4.16875  -8.16280  0.212
H  -3.11661  -3.80751  -5.31881  0.177
H  -2.68416  -2.52404  -6.53023  0.174
O  -0.06185  1.79096  3.63997  -0.531
C  -0.25152  2.01354  2.49875  0.892
N  -0.52212  2.30095  1.35044  -0.565

Summary:
- HOMO: -0.08522 Eh
- Calculated total energy: -32997.4833 eV
- Gap between HOMO and LUMO: 4.616 eV
- E_LUMO: 2.30 eV
- Energy above the lowest of the compared OMol25 structures with the same formula, charge and spin: 10.8 kcal per mole
- Net charge: -1

***

3.
Below is a structure of composition C20H28MnNO3, with properties calculated with wB97M-V/def2-TZVPD.

Last column: natural (NBO) charge in e.
CARTESIAN COORDINATES (ANGSTROEM)
O  -1.19629  1.23024  -1.91686  -0.559
C  -0.06959  2.09073  -1.55111  -0.064
C  -0.91955  3.36095  -1.52221  -0.464
H  0.71862  2.10045  -2.32690  0.176
H  0.34218  1.78467  -0.57507  0.178
C  -2.03573  2.42155  -2.03160  0.267
H  -0.61323  4.12005  -2.22892  0.215
H  -1.01006  3.79208  -0.51839  0.211
C  -2.46044  2.47642  -3.48374  -0.625
H  -1.60832  2.48682  -4.17125  0.214
H  -3.11682  3.32081  -3.70043  0.211
H  -3.06027  1.57882  -3.69313  0.221
C  -3.25450  2.36831  -1.13141  -0.622
H  -2.94726  2.21261  -0.07971  0.216
H  -3.91524  1.55284  -1.49151  0.218
H  -3.80386  3.32928  -1.19466  0.215
Mn  0.90345  -0.72165  2.23801  1.195
C  1.64619  1.24310  3.03481  -0.376
C  2.75205  0.33579  3.11673  -0.138
C  3.00277  -0.21369  1.81798  -0.387
H  3.34304  0.17538  4.01383  0.256
C  2.06049  0.40074  0.90652  -0.318
C  1.30946  1.38607  1.66794  -0.216
H  0.75569  2.20810  1.21335  0.240
H  1.27632  1.89366  3.81954  0.252
H  3.82077  -0.85333  1.47620  0.257
H  1.99631  0.25703  -0.17991  0.262
C  -1.50564  -1.54187  3.22789  -0.168
C  -1.36591  -0.13325  3.26340  -0.321
C  -1.06005  0.30911  1.94017  -0.300
H  -1.55878  0.53203  4.11813  0.232
C  -0.85916  -0.85408  1.10769  -0.384
C  -1.08740  -2.00540  1.95628  -0.345
H  -1.13238  -3.02499  1.58597  0.237
H  -1.91016  -2.13113  4.04426  0.235
H  -1.20182  1.32144  1.54945  0.230
H  -0.67852  -0.85001  0.03730  0.276
O  0.94360  -1.69896  -0.86300  -0.579
C  0.43161  -1.25636  -2.18625  -0.074
C  0.72026  -2.29390  -3.25794  -0.433
H  0.94758  -0.32091  -2.44340  0.167
H  -0.63998  -1.02437  -2.11491  0.216
C  1.75087  -3.22252  -2.60487  -0.427
H  1.07952  -1.86130  -4.19960  0.221
H  -0.18486  -2.86770  -3.44916  0.207
C  1.69289  -2.91809  -1.10001  -0.070
H  2.74010  -2.97348  -2.99945  0.205
H  1.54079  -4.27140  -2.83103  0.220
H  2.69973  -2.75379  -0.69817  0.181
H  1.18825  -3.74107  -0.57363  0.181
O  1.03898  -2.62248  6.13151  -0.620
C  1.17897  -2.25606  4.99639  0.802
N  1.31532  -1.87732  3.85485  -0.924

Summary:
- HOMO (spin up / spin down): -0.26490 / -0.28420 Eh
- Calculated total energy: -60142.9451 eV
- Gap between HOMO and LUMO (spin up / spin down): 6.157 / 7.996 eV
- E_LUMO (spin up / spin down): -1.05 / 0.26 eV
- Energy above the lowest of the compared OMol25 structures with the same formula, charge and spin: 0.0 kcal per mole
- Spin multiplicity: 5
- Net charge: 0

***

4.
Below is an isolated molecule of C20H28N2, with properties calculated with wB97M-V/def2-TZVPD.

Last column: natural (NBO) charge in e.
CARTESIAN COORDINATES (ANGSTROEM)
H  1.82021  -2.94972  -2.26705  0.333
N  1.03568  -2.89370  -1.62206  -0.699
C  1.20162  -2.02976  -0.69022  0.243
C  2.33721  -1.17099  -0.48078  -0.096
C  2.32689  -0.17844  0.43749  0.251
N  1.27324  0.08411  1.26811  -0.417
C  1.23781  1.34660  1.97344  -0.204
C  0.84337  2.53843  1.08602  -0.393
C  -0.47171  2.35754  0.31826  -0.411
C  -0.27908  1.69095  -1.04526  -0.401
C  -1.53304  1.69154  -1.92716  -0.388
C  -2.45000  0.47870  -1.75455  -0.393
C  -3.26166  0.46880  -0.46211  -0.401
C  -4.31390  -0.63310  -0.48011  -0.600
C  0.20801  -0.80945  1.26898  0.267
C  -0.82458  -0.73774  2.21271  -0.278
C  -1.86026  -1.64700  2.21477  -0.186
C  -1.91382  -2.66185  1.26938  -0.241
C  -0.90874  -2.75259  0.33518  -0.143
C  0.15520  -1.85086  0.31946  -0.164
C  3.61860  0.59173  0.42462  -0.447
C  4.55575  -0.31873  -0.38539  -0.381
C  3.63331  -1.19840  -1.24143  -0.430
H  2.22599  1.53846  2.40097  0.206
H  0.53718  1.27947  2.80322  0.207
H  1.64188  2.74860  0.37256  0.195
H  0.76274  3.40435  1.74714  0.210
H  -1.17445  1.78854  0.92514  0.206
H  -0.90926  3.34495  0.15101  0.205
H  0.06076  0.66278  -0.92847  0.207
H  0.50911  2.23790  -1.57135  0.195
H  -2.10361  2.60742  -1.75376  0.190
H  -1.20792  1.70511  -2.97036  0.205
H  -1.85435  -0.43527  -1.81055  0.205
H  -3.14971  0.46595  -2.59491  0.196
H  -2.60135  0.30274  0.38866  0.201
H  -3.75084  1.43761  -0.33190  0.189
H  -4.86749  -0.64995  0.45609  0.203
H  -3.83782  -1.60119  -0.61569  0.207
H  -5.01907  -0.47831  -1.29421  0.199
H  -0.82958  0.02474  2.97582  0.209
H  -2.63439  -1.56108  2.96340  0.215
H  -2.72898  -3.36902  1.27487  0.217
H  -0.89972  -3.52307  -0.41944  0.248
H  3.48597  1.55499  -0.07488  0.216
H  4.00936  0.78219  1.42512  0.218
H  5.12633  -0.94982  0.29741  0.206
H  5.26119  0.25135  -0.98765  0.211
H  3.49354  -0.77500  -2.24153  0.204
H  4.02437  -2.21046  -1.35902  0.214

Summary:
- HOMO: -0.27533 Eh
- Calculated total energy: -24175.3809 eV
- Gap between HOMO and LUMO: 8.232 eV
- E_LUMO: 0.74 eV
- Energy above the lowest of the compared OMol25 structures with the same formula, charge and spin: 3.4 kcal per mole
- SMILES: [H]/N=c1\c2c(n(CCCCCCCC)c3ccccc13)CCC2
- Net charge: 0

***

> Look up the net charge of the third one.

0